# 1
{"formula": "C6H11N3O2", "method": "ωB97M-V/def2-TZVPD", "symbols": ["C", "C", "C", "C", "C", "C", "N", "N", "N", "O", "O", "H", "H", "H", "H", "H", "H", "H", "H", "H", "H", "H"], "positions_angstrom": [[1.0233, 2.2861, -1.9045], [0.2788, 1.2718, -2.5460], [0.3978, 0.6795, -0.3923], [0.2771, 0.1922, 1.0270], [-0.8426, -2.0517, 0.4530], [-0.8052, -0.8501, 1.3522], [-0.0443, 0.3482, -1.6069], [1.1032, 1.8245, -0.6282], [-0.3956, -1.1747, 2.7789], [0.9407, 0.6568, 1.9170], [0.1215, 0.9505, -3.8029], [1.3201, 3.2781, -2.2475], [-1.4156, -1.8227, -0.5301], [-1.4298, -2.7793, 1.0446], [0.1957, -2.5184, 0.2891], [-1.7850, -0.3866, 1.3830], [-0.6718, -0.3103, -1.9993], [1.7140, 2.0743, 0.1291], [0.6149, -1.0705, 2.8597], [-0.5973, -1.9661, 3.2996], [-0.4499, -0.3231, 3.5155], [0.4499, 1.6918, -4.3909]], "atomic_forces_ev_per_a": [[-0.2, 0.2, 0.5], [1.2, -0.1, -1.1], [-0.3, -0.9, 3.4], [-2.2, -0.5, -4.0], [0.2, -1.2, -0.5], [0.8, 0.6, 0.4], [-1.6, -1.0, -2.8], [1.6, 1.8, 0.8], [1.4, 4.5, 2.0], [1.7, 1.5, 0.8], [0.1, 1.7, 0.6], [0.2, -0.5, 0.1], [1.1, -0.6, 1.8], [0.1, -0.1, -0.9], [-1.6, 0.8, -0.1], [-0.2, 0.2, 0.2], [-0.6, -1.4, 0.7], [0.4, 1.0, 0.1], [0.8, -0.7, -0.8], [-1.5, -2.5, 0.6], [-1.2, -1.8, -2.1], [-0.5, -1.0, 0.4]], "multiplicity": 3, "de_lowest_kcal_mol": 0.0, "e_homo_ev": [-14.632, -18.376], "orbital_gap_ev": [7.76, 7.24], "charge": 2}

***

# 2
{"formula": "C6H11N3O2S", "method": "ωB97M-V/def2-TZVPD", "symbols": ["C", "C", "C", "C", "C", "C", "N", "N", "N", "O", "O", "S", "H", "H", "H", "H", "H", "H", "H", "H", "H", "H", "H"], "positions_angstrom": [[-2.9645, -0.9540, 0.3364], [-0.2299, 1.6549, -1.3212], [-1.4328, 0.9296, -1.9368], [-0.3340, 2.0839, 0.1040], [0.9633, -1.0056, 1.6801], [0.7370, -0.0216, 0.8898], [-2.4276, -0.6731, -0.6725], [2.7728, -1.8816, -0.0329], [-1.4657, -0.3816, -1.4064], [2.2802, -3.2436, 2.1488], [-0.2596, 0.9261, 1.0391], [2.3952, -2.0027, 1.4093], [-3.6772, -1.6688, 0.8136], [0.5678, 1.0037, -1.4191], [0.0844, 2.5408, -1.8152], [-2.2924, 1.5634, -1.7455], [-1.0579, 0.9513, -2.9585], [0.4151, 2.8704, 0.4279], [-1.3877, 2.2062, 0.3245], [0.3279, -1.1801, 2.4783], [1.4271, 0.2147, 0.0543], [2.3394, -2.6658, -0.5471], [3.2190, -1.2662, 2.1493]], "atomic_forces_ev_per_a": [[-0.8, 0.4, 5.6], [-0.3, 0.9, 1.0], [1.5, 1.8, 0.5], [-0.1, -1.8, 1.6], [0.8, -2.1, 0.7], [-0.3, 4.6, -2.9], [-2.7, -2.4, -2.3], [0.6, -0.7, -0.9], [3.1, 0.9, -2.2], [-0.3, 0.1, -0.4], [1.3, -1.2, 0.1], [-1.3, 0.0, 1.3], [-0.1, 0.1, -1.2], [1.8, -1.3, -0.4], [-0.2, 0.8, -1.2], [-0.6, -0.3, -0.4], [-1.0, -0.6, -0.5], [-1.2, -0.8, -0.4], [-0.1, 1.7, 0.0], [-0.9, -0.6, 1.7], [-0.4, -0.5, 0.6], [0.3, 0.6, 0.1], [0.8, 0.4, -0.3]], "multiplicity": 3, "de_lowest_kcal_mol": 73.6, "e_homo_ev": [-5.603, -9.583], "orbital_gap_ev": [6.29, 8.20]}

***

# 3
{"formula": "C6H11N3O3", "method": "ωB97M-V/def2-TZVPD", "symbols": ["H", "N", "C", "C", "N", "N", "O", "H", "H", "C", "C", "C", "O", "C", "O", "H", "H", "H", "H", "H", "H", "H", "H"], "positions_angstrom": [[-0.8342, -0.0852, 0.7845], [-1.8069, 0.2555, 0.9960], [-1.6752, 0.9578, 2.0353], [-2.8302, 1.4776, 2.6846], [-3.6590, 2.1335, 3.2056], [-0.5466, 1.4922, 2.6967], [0.7287, 1.0293, 2.4457], [-0.6305, 1.5316, 3.7247], [0.9154, 1.1828, 1.4903], [0.2428, -2.1228, -0.9454], [-0.0001, -0.9518, -1.8527], [0.9483, 0.2905, -1.6808], [0.6106, 0.8594, -0.4562], [2.3531, -0.2551, -1.8366], [2.9728, -0.1515, -2.8442], [0.0192, -1.8258, 0.1066], [-0.4496, -2.9787, -1.0916], [1.2483, -2.5558, -0.8702], [-1.0303, -0.6410, -1.7423], [0.1586, -1.3461, -2.9010], [0.7969, 1.0277, -2.5412], [-0.2749, 1.3321, -0.5333], [2.7430, -0.6562, -0.8745]], "atomic_forces_ev_per_a": [[-1.1, 0.2, -0.2], [1.8, -0.8, -0.3], [1.0, 0.1, 0.8], [-3.5, 3.2, 2.0], [2.3, -2.3, -1.5], [-0.8, 0.1, 0.7], [0.4, -0.7, -1.1], [-0.1, 0.2, -0.9], [-0.1, 0.0, 0.6], [-0.4, -0.7, 2.4], [1.1, -0.5, -2.5], [-1.8, -0.8, -2.5], [-0.6, 1.7, 1.1], [-0.4, 1.4, 2.1], [0.4, -0.4, -0.7], [0.2, -0.2, -0.5], [0.3, 0.7, -0.4], [-0.1, 0.3, -0.5], [-0.3, 0.2, -0.1], [-0.4, 0.7, 0.8], [0.1, -1.0, 1.1], [1.6, -1.0, -0.1], [0.3, -0.3, -0.4]], "multiplicity": 1, "de_lowest_kcal_mol": 105.2, "e_homo_ev": -9.996, "orbital_gap_ev": 10.13}

***

# 4
{"formula": "C6H11N3O3", "method": "ωB97M-V/def2-TZVPD", "symbols": ["C", "C", "C", "C", "C", "C", "N", "N", "N", "O", "O", "O", "H", "H", "H", "H", "H", "H", "H", "H", "H", "H", "H"], "positions_angstrom": [[-0.7452, -0.9403, 0.8183], [-0.8087, -0.1473, -1.2178], [-0.7461, -1.6920, -0.9271], [0.2720, 1.7549, 1.9997], [1.2974, 1.8409, -0.5325], [0.6509, 1.0497, 0.6412], [-1.8302, -2.5936, -0.9480], [-0.5589, 0.3071, 0.1406], [0.5134, -2.2775, -0.9775], [-2.9423, -2.1774, -1.2407], [0.6749, -3.3661, -0.4449], [1.4193, -1.5684, -1.4171], [-1.8230, -0.9663, 1.0970], [-0.0918, -1.4935, 1.4970], [-0.0885, 0.2539, -1.8175], [-1.8819, 0.0384, -1.6781], [-0.0935, 0.9257, 2.4556], [1.2294, 2.0277, 2.3366], [-0.3926, 2.4920, 1.7367], [0.7409, 2.8069, -0.9163], [1.4996, 1.1939, -1.2573], [2.2336, 2.3533, -0.2691], [1.4712, 0.1780, 0.9212]], "atomic_forces_ev_per_a": [[-2.5, -0.9, -2.3], [-3.4, -1.1, 0.6], [-2.0, 2.1, 3.6], [2.5, -1.3, -4.2], [-1.5, 4.8, 3.4], [1.5, -1.7, -1.0], [0.4, 0.6, -1.3], [1.0, 0.7, 1.4], [2.5, -1.0, 0.5], [-0.3, -0.2, 0.2], [-0.1, 0.2, -0.6], [-0.3, -0.5, 0.0], [0.7, -0.8, 0.1], [0.4, 0.7, -0.1], [1.6, 0.5, -2.2], [2.0, 0.1, 1.2], [-1.5, -1.8, 2.4], [0.8, 0.9, 1.2], [-1.6, 1.9, 0.1], [0.2, -2.2, 0.6], [0.8, -2.4, -3.3], [0.0, -0.7, 0.4], [-1.7, 2.1, -0.6]], "multiplicity": 3, "de_lowest_kcal_mol": 70.9, "e_homo_ev": [-8.205, -8.940], "orbital_gap_ev": [7.61, 7.29]}

***

# 5
{"formula": "C6H11N4O12Pb", "method": "ωB97M-V/def2-TZVPD", "symbols": ["Pb", "C", "O", "O", "O", "C", "O", "O", "O", "C", "O", "O", "O", "C", "O", "H", "H", "H", "C", "O", "N", "N", "H", "H", "H", "H", "C", "O", "N", "N", "H", "H", "H", "H"], "positions_angstrom": [[9.4083, -12.0260, -27.3056], [10.8786, -14.9121, -29.0943], [10.0506, -14.2463, -28.5383], [11.5584, -14.4189, -29.9538], [10.9666, -16.1522, -28.9992], [8.1759, -10.4977, -29.5148], [9.2575, -11.0858, -29.6479], [7.5595, -10.4745, -28.4447], [7.8650, -9.7221, -30.4467], [6.4521, -13.0976, -26.4377], [6.7057, -12.0728, -25.8955], [5.4701, -13.3916, -27.1436], [7.4202, -13.7242, -26.9808], [11.0156, -13.9324, -24.2515], [10.5015, -13.4126, -25.4530], [12.1046, -13.9779, -24.2528], [10.7210, -13.3870, -23.3549], [10.5952, -14.9219, -24.0720], [8.6722, -9.3386, -25.0878], [9.3374, -9.9719, -25.9283], [7.4577, -9.6571, -24.7493], [9.1274, -8.3293, -24.4174], [6.9317, -9.2489, -23.9899], [7.2412, -10.5323, -25.2046], [10.1005, -8.0597, -24.4408], [8.5368, -8.0189, -23.6592], [12.5002, -10.8268, -27.0270], [11.8567, -11.5006, -27.8416], [13.3195, -9.9449, -27.4909], [12.5993, -10.9470, -25.7327], [13.3553, -9.8049, -28.4905], [14.1215, -9.5476, -27.0227], [11.8893, -11.4382, -25.2085], [13.1526, -10.2849, -25.2077]], "atomic_forces_ev_per_a": [[-0.8, -0.1, -1.4], [-1.4, -2.3, 0.2], [-2.8, 2.0, 2.6], [4.1, 2.5, -4.1], [0.4, -2.9, 0.9], [0.0, 3.0, -1.3], [4.0, -3.6, 0.7], [-1.9, -1.2, 3.8], [-1.9, 1.8, -2.9], [1.1, 0.7, -4.8], [-0.4, 3.5, 4.8], [-3.6, -1.5, 0.3], [2.0, -3.2, 0.0], [-1.4, 0.8, -2.2], [1.0, 0.0, 1.8], [0.8, -0.3, 0.1], [-0.1, 0.7, 0.6], [0.1, -0.9, 0.2], [1.6, -1.7, -1.6], [0.0, 1.0, 0.8], [-2.4, -1.6, -0.3], [1.9, 3.4, 1.8], [0.3, -0.2, -0.3], [-1.3, -0.5, 0.1], [-0.1, 0.0, 0.0], [0.5, 0.5, 0.2], [-1.7, -2.9, -1.8], [-0.1, 0.4, 1.0], [3.9, 4.4, -3.1], [-0.4, -0.8, 3.6], [-0.3, -0.3, 0.2], [-0.5, -0.2, 0.4], [-0.3, -0.6, -0.2], [-0.4, 0.1, -0.2]], "multiplicity": 2, "e_homo_ev": [5.391, 6.602], "orbital_gap_ev": [3.98, 2.42], "charge": -4}

***

# 6
{"formula": "C6H11N4O2", "method": "ωB97M-V/def2-TZVPD", "symbols": ["C", "C", "N", "C", "C", "N", "C", "N", "C", "N", "O", "O", "H", "H", "H", "H", "H", "H", "H", "H", "H", "H", "H"], "positions_angstrom": [[-1.3811, 2.9690, -0.3544], [-1.9069, 1.7074, 0.2311], [-0.7989, 0.7654, 0.2384], [-0.7629, -0.4599, 0.0456], [-1.7124, -1.4907, -0.3394], [0.5766, -1.0585, 0.2712], [0.8035, -2.5074, 0.3381], [1.6239, -0.4049, 0.2989], [2.7262, -0.0527, 0.5778], [3.9276, 0.4885, -0.0267], [3.9981, 1.6294, -0.3348], [4.6744, -0.3804, -0.2238], [-2.0782, 3.7688, -0.6015], [-0.6879, 2.6817, -1.2063], [-0.6554, 3.3002, 0.3231], [-2.6713, 1.3756, -0.3188], [-2.2100, 1.7217, 1.3636], [-1.2766, -2.2090, -1.2648], [-2.1115, -2.1530, 0.4487], [-2.7169, -0.9789, -0.5743], [0.2622, -3.1245, -0.4809], [1.8903, -2.7513, 0.1764], [0.4871, -2.8366, 1.4126]], "atomic_forces_ev_per_a": [[1.3, -0.1, -1.3], [1.8, -0.2, 3.4], [0.7, -0.3, 0.3], [0.4, 1.0, 0.7], [-2.4, -1.7, -2.5], [-0.4, -1.8, -0.9], [-0.2, -2.7, 0.6], [3.0, 1.7, 0.7], [-2.6, 0.8, 0.1], [-1.7, 1.1, -0.6], [-0.6, 1.0, 0.4], [2.8, -2.9, -0.4], [0.0, -0.4, 0.0], [-1.4, 0.5, 0.4], [0.9, 1.2, 1.2], [-3.3, -1.6, -1.9], [0.3, 0.5, -2.1], [-1.6, 2.3, 2.4], [1.0, 0.0, 0.0], [1.7, -0.6, -0.5], [0.7, 1.4, 1.6], [-1.1, 0.5, 0.4], [0.5, 0.3, -2.1]], "multiplicity": 1, "de_lowest_kcal_mol": 212.9, "e_homo_ev": -14.172, "orbital_gap_ev": 8.38, "charge": 1}